Below is a structure of composition C20H26MnN11O4, with properties calculated with ωB97M-V with the def2-TZVPD basis set.

Values from the calculation:
* net charge: +1
* multiplicity: 2
* frontier orbital gap (spin up / spin down): 0.271 / 0.270 Ha
* <S²>: 0.784
* HOMO level (spin up / spin down): -10.20 / -10.19 eV

XYZ file:
```
62
Properties=species:S:1:pos:R:3:forces:R:3
Mn -0.0864 0.2159 -0.1446 0.2045 0.3446 -0.1437
C -1.6339 4.6164 0.6507 -0.0193 -0.0008 -0.0184
N -0.9774 3.7596 1.6362 0.1239 0.1005 -0.0797
C -0.8883 4.2681 3.0052 0.0125 0.0088 0.0080
C -0.4021 2.6283 1.2488 -0.0236 -0.1279 0.1259
O -0.4243 2.2239 0.0726 -0.1108 -0.1194 0.1031
C 0.3322 1.7951 2.2913 -0.0361 0.0422 -0.0638
O 0.1551 0.4158 1.9623 0.0732 -0.0805 0.0717
C 1.2823 -0.3930 2.3152 -0.0383 0.0128 -0.1462
C 2.3129 -0.2637 1.1910 -0.1068 -0.0012 0.0491
O 2.0016 0.4590 0.2189 -0.0837 -0.1191 -0.0467
N 3.4715 -0.8798 1.3106 0.0399 0.0597 0.0030
C 4.4760 -0.7660 0.2517 0.0086 0.0014 -0.0556
C 3.7162 -1.8637 2.3598 0.0181 -0.0273 0.0122
H -1.0532 5.5268 0.5022 -0.0011 0.0037 -0.0043
H -1.7171 4.0847 -0.2905 0.0060 -0.0025 0.0047
H -2.6267 4.8804 1.0124 -0.0002 0.0013 0.0036
H -1.3094 5.2690 3.0186 0.0028 -0.0018 -0.0063
H -1.4602 3.6519 3.6990 -0.0108 0.0027 -0.0038
H 0.1447 4.3390 3.3440 0.0016 0.0034 -0.0061
H 1.3876 2.0778 2.2237 -0.0017 -0.0057 0.0135
H -0.0184 1.9636 3.3078 -0.0240 -0.0170 -0.0046
H 1.6901 -0.0715 3.2752 -0.0097 0.0053 0.0114
H 0.9274 -1.4180 2.3916 -0.0209 0.0188 -0.0311
H 4.3558 0.1867 -0.2548 -0.0035 -0.0001 0.0082
H 5.4613 -0.8084 0.7107 -0.0026 -0.0012 0.0014
H 4.3605 -1.5643 -0.4801 -0.0054 -0.0093 0.0164
H 3.2558 -1.5698 3.2999 -0.0098 0.0091 0.0002
H 3.3412 -2.8456 2.0667 0.0008 0.0034 -0.0219
H 4.7879 -1.9375 2.5241 -0.0008 0.0171 0.0021
N 1.9396 0.8182 -2.7303 0.0291 -0.0067 -0.0004
C 0.7282 0.4259 -3.1369 -0.0219 0.0552 -0.0638
N 0.5171 0.2823 -4.4411 -0.0404 -0.0377 0.0337
C -0.7190 -0.0612 -4.7973 0.1916 0.0347 -0.0340
N -0.9673 -0.2533 -6.0950 -0.0275 0.0022 0.0348
N -1.7576 -0.2160 -3.9453 -0.1969 -0.0276 0.1034
C -1.4451 -0.0585 -2.6854 0.2694 0.0633 -0.1992
N -0.2341 0.2357 -2.1956 -0.0119 -0.0731 0.2023
C -2.5014 -0.1993 -1.6638 -0.1505 -0.0279 0.2313
C -3.8194 -0.4886 -1.9749 0.0656 -0.0024 -0.1491
C -4.7344 -0.6047 -0.9456 0.0092 0.0165 0.1438
C -4.3019 -0.4259 0.3634 -0.0456 -0.0193 -0.1223
C -2.9674 -0.1437 0.5872 0.0445 0.0114 0.0196
N -2.0815 -0.0312 -0.4039 -0.0523 -0.0624 0.0018
H 2.6734 0.7281 -3.4141 -0.0116 0.0021 -0.0018
H 2.1917 0.6691 -1.7627 -0.0209 -0.0042 -0.0192
H -0.2094 -0.2094 -6.7520 0.0046 -0.0038 -0.0048
H -1.8737 -0.5778 -6.3797 0.0115 -0.0071 -0.0062
H -4.0889 -0.6218 -3.0126 -0.0138 -0.0033 0.0052
H -5.7705 -0.8339 -1.1538 -0.0024 0.0003 -0.0117
H -4.9856 -0.5082 1.1960 0.0044 -0.0019 0.0134
H -2.5765 -0.0169 1.5901 -0.0008 0.0050 -0.0055
N -1.5071 -3.1775 -0.4738 -0.0019 0.0542 -0.0272
C -0.2942 -2.6332 -0.7242 -0.0294 -0.0052 0.0178
O 0.1525 -1.7481 0.0958 -0.0258 -0.0063 0.0442
C 0.4261 -3.0351 -1.8536 0.0369 -0.0840 0.0040
C 1.7303 -2.5275 -2.0508 -0.0788 0.0029 -0.0682
N 2.7888 -2.0959 -2.2088 0.0331 -0.0093 0.0594
C -0.1507 -3.9576 -2.7627 0.0456 0.1292 -0.0385
N -0.7105 -4.6734 -3.4726 -0.0239 -0.0705 0.0221
H -1.9748 -2.9328 0.3799 0.0221 -0.0184 0.0040
H -1.8552 -3.9408 -1.0299 0.0060 -0.0271 0.0086
```
Positions in Å, forces in eV/Å.